DFT (ωB97M-V/def2-TZVPD) results for a structure of composition C5H5NO.

## Properties
- F_max (eV/Å) = 0.89
- LUMO level (eV) = 0.015

The geometry in XYZ format:
```
12
Properties=species:S:1:pos:R:3:mulliken_charge:R:1
O -0.61 1.85 -1.72 -0.494
N 1.32 -0.34 -0.53 -0.015
C -0.89 -0.56 0.46 -0.249
C -0.43 0.09 1.54 -0.784
C 0.05 1.03 -1.17 0.628
C -0.10 -0.50 -0.82 0.048
C 1.48 0.99 -0.49 -0.654
H -1.05 0.19 2.43 0.273
H 1.91 -1.01 -0.05 0.221
H 0.55 0.56 1.53 0.332
H -1.86 -1.05 0.41 0.329
H -0.36 -1.23 -1.59 0.366
```